(1)
{"formula": "C40H42Cl2N8O7SSeTl", "method": "ωB97M-V with the def2-TZVPD basis set", "symbols": ["Tl", "Cl", "C", "C", "C", "Cl", "C", "O", "C", "C", "O", "C", "H", "H", "H", "O", "C", "C", "C", "C", "C", "C", "C", "O", "N", "O", "O", "H", "H", "H", "H", "C", "N", "C", "C", "N", "C", "C", "C", "C", "C", "C", "C", "C", "C", "N", "C", "N", "C", "C", "N", "C", "C", "C", "N", "C", "C", "H", "H", "H", "H", "H", "H", "H", "H", "H", "H", "H", "H", "H", "H", "H", "H", "H", "H", "H", "H", "H", "H", "H", "H", "H", "H", "H", "H", "H", "H", "O", "S", "N", "Se", "C", "C", "C", "C", "C", "C", "H", "H", "H", "H", "H"], "xyz": [[0.80332, -0.81856, 0.24891], [6.36506, -6.45186, -1.36535], [5.47130, -4.97408, -1.08775], [5.96834, -4.03464, -0.18872], [5.27714, -2.86586, 0.02624], [5.90384, -1.71032, 1.15000], [4.04741, -2.57576, -0.62277], [3.40855, -1.47152, -0.39421], [3.57782, -3.55957, -1.52424], [2.34626, -3.41118, -2.31043], [1.52294, -2.52769, -2.25995], [4.29451, -4.73960, -1.74940], [6.89064, -4.22079, 0.34372], [2.19779, -4.24758, -3.02923], [3.91050, -5.46935, -2.45268], [-1.13178, -2.84798, -0.24129], [-1.72164, -3.66942, 0.44111], [-1.87764, -3.67950, 1.87769], [-2.69893, -4.67071, 2.40623], [-2.93357, -4.75394, 3.75844], [-2.30716, -3.84571, 4.64780], [-1.49235, -2.87391, 4.16856], [-1.23822, -2.70394, 2.74741], [-0.52199, -1.76807, 2.34498], [-3.82247, -5.76174, 4.26610], [-4.01886, -5.80851, 5.47477], [-4.35704, -6.53312, 3.47661], [-2.23444, -4.51640, -0.06566], [-3.17352, -5.38596, 1.74520], [-2.49424, -3.95007, 5.70752], [-0.99071, -2.17570, 4.82701], [1.01296, 4.33699, -3.29684], [1.10874, 4.38763, -1.84983], [1.45466, 5.69457, -1.30967], [0.84640, 3.33752, -1.05726], [0.48747, 2.17174, -1.50329], [0.86176, 1.32512, -2.40005], [2.34373, 1.34174, -2.78700], [2.67320, 0.46387, -3.95669], [1.77397, -0.32751, -4.52283], [0.40148, -0.43930, -4.03817], [-0.46444, -1.31884, -4.65247], [-1.74257, -1.50980, -4.13635], [-2.16225, -0.83510, -3.01450], [-1.33355, 0.11239, -2.38928], [-1.70523, 0.65027, -1.19636], [-2.85495, 1.13768, -0.89573], [-3.31326, 1.04465, 0.38042], [-4.22760, 1.99243, 0.97886], [-2.77858, 0.03666, 1.28729], [-3.66451, 1.86784, -1.77327], [-3.04128, 2.45347, -2.94442], [-5.01554, 1.38058, -2.00507], [-0.03719, 0.33567, -2.93340], [0.82609, 3.58981, 0.32640], [-0.33939, 2.96977, 0.96591], [2.08295, 3.16777, 0.99221], [0.43016, 5.19528, -3.63552], [0.51598, 3.42866, -3.62406], [1.99868, 4.38781, -3.76438], [0.75832, 6.44418, -1.69180], [2.46515, 5.96302, -1.62282], [1.39953, 5.66468, -0.22806], [2.56132, 2.37210, -3.09310], [3.69427, 0.48954, -4.30438], [2.05228, -0.96469, -5.35377], [-0.12860, -1.88464, -5.51156], [-2.40573, -2.22845, -4.60273], [-3.12380, -1.05173, -2.56587], [-4.50442, 2.76006, 0.26260], [-3.74958, 2.46707, 1.84142], [-5.13102, 1.48941, 1.33602], [-2.09018, -0.62024, 0.76339], [-3.59644, -0.55889, 1.70045], [-2.24287, 0.50567, 2.11682], [-2.03908, 2.79531, -2.68793], [-3.63485, 3.31494, -3.25816], [-2.96626, 1.75684, -3.78665], [-5.38210, 0.85627, -1.12585], [-5.04455, 0.69157, -2.85805], [-5.68688, 2.21612, -2.21699], [-1.24883, 3.28115, 0.44942], [-0.37280, 3.32127, 1.99548], [-0.29065, 1.87856, 0.96320], [2.91901, 3.75798, 0.61166], [2.29936, 2.10804, 0.84598], [1.97108, 3.35374, 2.05877], [4.92925, -0.37434, -2.38297], [4.29538, 0.28287, -1.24093], [3.09463, 1.17026, -1.54375], [2.62491, -0.21619, 2.80299], [1.57860, 0.59799, 4.15977], [0.20316, 0.82041, 4.00469], [-0.55129, 1.45238, 4.98342], [0.04009, 1.88058, 6.16605], [1.39654, 1.63765, 6.35442], [2.14822, 1.00319, 5.37638], [-0.26933, 0.45308, 3.10342], [-1.61508, 1.60789, 4.82708], [-0.54353, 2.38457, 6.92679], [1.87439, 1.94650, 7.27806], [3.20365, 0.81790, 5.53580]], "forces_ev_per_a": [[0.364, -0.062, 0.480], [-0.023, 0.039, 0.010], [0.011, -0.038, -0.012], [0.013, 0.027, 0.024], [0.067, -0.125, 0.048], [-0.011, 0.016, -0.021], [-0.224, 0.269, 0.096], [0.069, -0.189, -0.151], [-0.017, -0.100, -0.180], [0.029, -0.018, 0.055], [0.008, 0.047, -0.008], [0.005, -0.034, 0.004], [0.009, 0.012, -0.011], [0.006, -0.018, 0.002], [0.000, 0.005, 0.002], [-0.083, -0.101, -0.117], [-0.043, 0.110, -0.033], [0.037, 0.015, 0.043], [-0.016, 0.005, -0.037], [-0.001, 0.000, 0.049], [-0.059, -0.049, 0.018], [0.019, 0.032, -0.092], [-0.064, -0.071, 0.125], [-0.088, -0.074, -0.131], [0.030, 0.019, 0.016], [0.004, 0.000, -0.003], [0.008, 0.004, -0.008], [0.011, -0.014, 0.006], [0.003, 0.006, -0.003], [0.012, 0.007, -0.002], [-0.016, 0.007, 0.010], [0.033, 0.000, -0.007], [-0.064, 0.047, -0.052], [-0.031, 0.027, 0.007], [0.314, -0.156, 0.254], [-0.585, 0.393, -0.431], [0.200, -0.267, 0.244], [0.009, -0.152, 0.082], [0.104, -0.066, 0.183], [-0.100, 0.055, -0.058], [0.024, 0.064, -0.006], [-0.016, -0.006, -0.030], [-0.030, -0.028, -0.019], [-0.016, 0.048, -0.051], [-0.005, -0.041, 0.046], [0.188, 0.123, -0.035], [-0.075, 0.068, 0.201], [-0.121, -0.135, -0.089], [0.037, -0.016, -0.002], [0.056, 0.082, -0.050], [0.039, -0.144, -0.106], [-0.011, 0.030, 0.032], [-0.010, 0.090, 0.042], [0.011, 0.070, -0.036], [0.019, -0.198, 0.022], [-0.002, -0.047, 0.069], [0.028, 0.136, -0.085], [0.000, 0.007, 0.005], [-0.023, 0.000, 0.011], [0.008, 0.003, 0.011], [0.005, -0.002, -0.014], [0.007, -0.003, -0.002], [0.001, -0.007, -0.009], [-0.039, 0.012, -0.056], [0.038, -0.015, 0.012], [-0.019, 0.031, -0.032], [0.020, -0.037, 0.030], [0.000, -0.003, 0.004], [0.014, -0.006, 0.017], [0.007, 0.016, 0.002], [-0.006, -0.004, 0.005], [-0.015, 0.007, -0.015], [-0.071, 0.017, 0.024], [-0.024, 0.010, 0.026], [0.014, -0.010, -0.033], [0.007, -0.013, 0.007], [-0.007, -0.001, -0.006], [-0.004, -0.018, -0.007], [0.002, 0.001, -0.003], [0.005, -0.010, -0.003], [-0.002, 0.004, 0.005], [-0.010, -0.001, -0.006], [0.001, -0.023, 0.035], [-0.019, -0.039, 0.031], [-0.006, -0.006, -0.024], [-0.034, -0.013, 0.062], [0.002, 0.003, 0.004], [-0.005, 0.065, 0.083], [0.053, 0.064, -0.085], [0.043, 0.107, -0.113], [0.114, 0.039, -0.236], [-0.152, 0.007, 0.094], [-0.022, 0.069, -0.067], [0.024, 0.026, -0.007], [0.032, -0.014, -0.013], [-0.015, 0.011, 0.014], [0.013, 0.040, -0.095], [-0.016, 0.011, 0.032], [0.009, -0.020, -0.017], [-0.002, -0.022, 0.017], [0.011, -0.005, -0.003], [0.004, 0.018, 0.015]], "de_lowest_kj_mol": 204.9, "e_homo_ev": -3.52, "e_tot_ev": -174332.31684, "largest_force_ev_per_a": 0.83, "charge": -1}

---

(2)
{"formula": "C9H12N4O", "method": "ωB97M-V with the def2-TZVPD basis set", "symbols": ["O", "C", "C", "N", "C", "C", "N", "C", "C", "N", "C", "C", "N", "C", "H", "H", "H", "H", "H", "H", "H", "H", "H", "H", "H", "H"], "xyz": [[0.45662, 2.25392, 1.19524], [0.01568, 2.21075, -0.16148], [-1.33714, 1.66406, -0.47287], [-1.61294, 0.29578, -0.01746], [-1.24862, -0.40051, 1.14088], [-1.66300, -1.66871, 0.97887], [-2.32576, -1.83819, -0.23952], [-2.26680, -0.66842, -0.76424], [1.13342, 1.48252, -0.92732], [1.41817, 0.13341, -0.45443], [1.30847, -1.02978, -1.22798], [1.83217, -2.02752, -0.42603], [2.28280, -1.57076, 0.77814], [2.00245, -0.25917, 0.70606], [-0.26310, 2.71640, 1.71085], [0.12790, 3.18488, -0.61928], [-1.52388, 1.74838, -1.58853], [-2.11208, 2.31522, -0.02810], [-0.55342, 0.10512, 1.79283], [-1.48659, -2.53976, 1.58820], [-2.73595, -0.47630, -1.74458], [0.87461, 1.41147, -1.99696], [2.04262, 2.13266, -0.80964], [0.87042, -0.95019, -2.24051], [1.97938, -3.06734, -0.72761], [2.13140, 0.42711, 1.55899]], "forces_ev_per_a": [[-2.089, 0.777, 0.481], [2.088, -0.623, -0.811], [-1.852, -0.011, 0.106], [-0.460, -1.397, -0.795], [0.930, 1.574, -0.461], [-0.322, -1.201, -0.369], [0.497, 0.011, 1.379], [-0.499, 1.337, -1.798], [0.672, 0.144, 0.458], [0.326, -1.005, -0.413], [0.017, 0.520, 0.377], [-0.046, -0.640, -1.390], [-0.887, 2.043, -0.789], [0.426, -0.268, 1.528], [1.236, -0.687, -0.610], [-0.636, 0.727, 0.079], [0.359, -0.383, 1.250], [0.261, -0.033, -0.040], [-0.290, -0.375, 0.393], [0.012, 0.222, 0.260], [0.469, 0.322, 0.622], [0.142, 0.095, 0.455], [-0.655, -0.774, -0.229], [0.452, -0.419, 0.896], [-0.226, 0.403, 0.224], [0.075, -0.360, -0.804]], "de_lowest_kj_mol": 71.6, "e_homo_ev": -8.51, "e_tot_ev": -17534.58010, "largest_force_ev_per_a": 2.36, "charge": 0}